Density functional theory data (ωB97M-V/def2-TZVPD) for a structure of composition C35H36BrInN6O4.

XYZ file:
```
83
Properties=species:S:1:pos:R:3:mulliken_charge:R:1
In -0.0860 0.4278 -1.1127 0.981
O -1.1213 2.4125 4.3949 -0.562
C -0.0243 3.1291 3.9939 0.844
C 0.5779 4.0893 4.7934 -0.798
C 1.7168 4.7350 4.3414 -0.564
C 2.2571 4.4236 3.1003 -0.883
C 1.6405 3.4685 2.3078 -0.312
C 0.4896 2.8233 2.7392 0.152
C -0.2163 1.8174 1.8396 -0.133
O 0.1408 1.8827 0.5737 -0.807
N 0.0828 0.4357 2.4152 -0.024
N 0.4842 -0.5041 1.6559 0.247
C 0.7942 -1.6853 2.1813 -0.445
C 1.2687 -2.7154 1.3719 -0.337
Br 1.8197 -2.2785 -0.3856 -0.031
C 1.4647 -4.0285 1.7699 -0.776
C 0.9585 -4.6942 2.9245 1.177
C 1.5852 -5.9053 3.2863 -0.312
C 1.1766 -6.6033 4.4021 -0.854
C 0.1186 -6.1226 5.1645 -0.379
C -0.5478 -4.9559 4.7960 -1.077
C -0.1447 -4.2535 3.6835 -0.102
H -1.4372 2.7402 5.2450 0.352
H 0.1650 4.3199 5.7673 0.337
H 2.1910 5.4750 4.9706 0.419
H 3.1536 4.9190 2.7581 0.436
H 2.0345 3.2103 1.3350 0.451
H -1.2983 1.9001 2.0433 0.270
H -0.0025 0.3082 3.4270 0.313
H 0.7395 -1.8472 3.2553 0.822
H 2.0815 -4.6338 1.1162 0.467
H 2.4057 -6.2737 2.6862 0.384
H 1.6659 -7.5273 4.6735 0.432
H -0.2105 -6.6737 6.0347 0.412
H -1.3996 -4.6194 5.3682 0.421
H -0.7236 -3.4033 3.3554 0.595
O -0.6308 -7.9591 0.0165 -0.484
C -0.2229 -6.7712 0.4871 0.459
O 0.2083 -6.6664 1.6032 -0.337
C -0.3294 -5.5918 -0.4301 -0.332
C -0.6831 -4.3717 0.1373 -0.836
C -0.7224 -3.2334 -0.6396 -0.513
C -0.3605 -3.2829 -1.9846 0.334
C -0.0580 -4.5122 -2.5653 -0.626
C -0.0452 -5.6601 -1.7887 -0.903
N -0.3543 -2.0572 -2.6836 -0.159
C 0.3925 -1.9090 -3.6979 -0.150
C 0.3521 -0.7027 -4.5503 0.413
C 1.0094 -0.7499 -5.7743 -0.784
C 0.8681 0.3077 -6.6585 -0.390
C 0.0692 1.3729 -6.2857 -0.819
C -0.5188 1.3446 -5.0271 -0.078
N -0.3809 0.3498 -4.1631 -0.185
H -1.0015 -7.8796 -0.8714 0.355
H -0.9266 -4.3411 1.1900 1.080
H -1.0260 -2.2860 -0.2106 0.624
H 0.1565 -4.5833 -3.6213 0.617
H 0.2199 -6.6028 -2.2500 0.475
H 1.0829 -2.6884 -4.0327 0.447
H 1.6027 -1.6142 -6.0363 0.376
H 1.3600 0.2910 -7.6205 0.455
H -0.1038 2.2054 -6.9512 0.393
H -1.1516 2.1679 -4.7093 0.535
C 0.1397 4.2205 -2.0515 -0.346
C -0.2752 5.5189 -2.9215 -0.644
N -1.4171 6.1062 -2.2946 0.024
C -1.1341 6.4968 -0.9483 -0.795
C -0.8116 5.1519 -0.1047 -0.580
N -0.8514 4.0795 -1.0399 0.215
C -2.1540 3.8744 -1.5739 -0.439
C -2.5477 5.2359 -2.3575 -0.564
H 1.1154 4.3687 -1.5937 0.442
H 0.1689 3.3385 -2.6913 0.167
H -0.5190 5.2179 -3.9381 0.303
H 0.5567 6.2200 -2.9395 0.302
H -1.9931 6.9987 -0.5091 0.304
H -0.2732 7.1607 -0.9205 0.349
H -1.5603 5.0041 0.6706 0.540
H 0.1736 5.2172 0.3544 0.306
H -2.8686 3.6943 -0.7732 0.482
H -2.1531 3.0275 -2.2594 0.255
H -3.4052 5.6973 -1.8729 0.261
H -2.7971 5.0022 -3.3903 0.337
```

Output
**LUMO energy (spin up / spin down)**: -7.6 / -7.1 eV
**F_max**: 0.0368 Eh/bohr
**Frontier orbital gap (spin up / spin down)**: 4.907 / 5.455 eV
**Highest occupied orbital energy (spin up / spin down)**: -12.46 / -12.59 eV
**Energy relative to the best compared isomer or geometry (same formula, charge and spin)**: 398.7 kJ/mol
**Net charge**: +2
**Total energy**: -4748.3022 hartree


Density functional theory data (ωB97M-V/def2-TZVPD) for a structure of composition C35H36CaCl2FN6O2S3Te.

XYZ file:
```
87
Properties=species:S:1:pos:R:3:mulliken_charge:R:1
Ca -0.2922 -0.4899 -0.4049 0.832
C 0.5019 2.9241 -1.9725 -0.324
C 0.6913 1.7983 -2.9240 0.063
N 0.4609 0.5531 -2.6756 0.805
C 0.6853 -0.2603 -3.7570 -0.609
C 1.1553 0.3922 -4.8587 -0.497
S 1.2793 2.0773 -4.5425 -0.261
C 0.3321 -1.6735 -3.7122 -0.229
C 0.0919 -2.4392 -4.8163 -0.404
S -0.3745 -4.0205 -4.3478 -0.265
C -0.2171 -3.5508 -2.6709 0.412
N 0.1575 -2.3268 -2.5177 0.402
C -0.5052 -4.5349 -1.5925 -0.881
H 1.3135 2.9606 -1.2408 -0.006
H -0.4261 2.7885 -1.4226 -0.334
H 0.4719 3.8729 -2.5062 0.549
H 1.4390 -0.0154 -5.8135 0.463
H 0.1439 -2.1552 -5.8533 0.423
H -0.7988 -5.4899 -2.0255 0.478
H -1.3143 -4.1650 -0.9613 0.069
H 0.3723 -4.6805 -0.9592 0.162
N -8.5650 -0.4648 0.0244 -0.586
C -7.2103 -0.4086 -0.2932 1.087
C -6.2773 -1.1332 0.4498 -0.896
C -4.9304 -1.0687 0.1410 -0.341
C -4.5097 -0.2914 -0.9232 -0.720
C -5.4286 0.3855 -1.7088 -0.336
C -6.7723 0.3222 -1.4023 -0.804
S -2.7759 -0.0991 -1.2554 2.299
O -2.6124 0.4926 -2.5579 -0.791
O -2.1860 -1.4253 -1.0879 -0.667
N -2.0636 0.7707 -0.1118 0.255
C -2.4293 2.0697 0.0629 -0.176
N -3.6166 2.5143 -0.3953 -0.390
C -3.8875 3.7989 -0.2350 -0.317
C -3.0151 4.6828 0.3773 -0.791
C -1.8495 4.1169 0.8734 -0.128
N -1.5510 2.8370 0.7368 -0.341
H -8.7666 -0.7148 0.9779 0.224
H -9.1091 0.3152 -0.3036 0.223
H -6.6089 -1.7313 1.2903 0.291
H -4.2057 -1.6255 0.7210 0.337
H -5.0597 0.9610 -2.5466 0.545
H -7.4966 0.8624 -2.0012 0.283
H -4.8563 4.1199 -0.6098 0.413
H -3.2322 5.7355 0.4787 0.412
H -1.1163 4.7175 1.4040 0.442
Cl -1.8509 -0.0572 3.0764 -0.130
C -1.5113 -1.7846 3.2745 -0.413
Cl -1.9008 -2.6825 1.7934 -0.063
H -2.1329 -2.1549 4.0805 0.472
H -0.4501 -1.9146 3.4702 0.150
C 4.8457 5.1061 2.7290 -1.504
C 4.0903 3.8978 2.2394 0.867
C 3.2079 3.2151 3.0646 -1.072
C 2.5785 2.0426 2.6574 0.927
C 1.6838 1.3495 3.6490 -1.498
C 2.8148 1.5116 1.3754 -0.160
Te 2.2461 -0.5447 0.9750 0.169
C 3.6534 2.2406 0.5164 1.134
C 3.9518 1.7965 -0.8961 -1.574
C 4.2748 3.4083 0.9566 -0.807
H 4.6631 5.2742 3.7905 0.343
H 4.5496 6.0083 2.1874 0.303
H 5.9201 4.9771 2.5837 0.334
H 3.0357 3.5812 4.0728 0.183
H 1.5080 1.9862 4.5193 0.381
H 2.1418 0.4161 3.9833 0.366
H 0.7315 1.1021 3.1856 0.024
H 3.4312 0.8705 -1.1331 0.021
H 5.0252 1.6385 -1.0224 0.446
H 3.6520 2.5687 -1.6123 0.307
H 4.9604 3.9219 0.2861 0.347
F 6.6520 -5.1855 0.8751 -0.385
C 5.3377 -4.7650 0.9787 0.367
C 4.7350 -4.7192 2.2229 -0.504
C 3.4199 -4.3101 2.3259 -0.882
C 2.6476 -3.9331 1.1856 0.894
C 1.3102 -3.5430 1.3011 -0.968
C 3.3445 -3.9572 -0.0609 0.111
C 4.6568 -4.3713 -0.1595 -0.728
H 5.3034 -5.0019 3.1015 0.385
H 2.9495 -4.2600 3.3018 0.270
H 0.7896 -3.6868 2.2401 0.061
H 0.7162 -3.3219 0.4215 -0.206
H 2.8141 -3.6336 -0.9514 0.275
H 5.1678 -4.3897 -1.1154 0.387
```

Output
**LUMO energy**: 2.0 eV
**F_max**: 0.0649 Eh/bohr
**Frontier orbital gap**: 3.713 eV
**Highest occupied orbital energy**: -1.73 eV
**Net charge**: -1
**Total energy**: -4994.9055 hartree


Density functional theory data (ωB97M-V/def2-TZVPD) for a structure of composition C35H36Cl3GeN3O3Y.

XYZ file:
```
82
Properties=species:S:1:pos:R:3:mulliken_charge:R:1
Y 1.3396 -2.7077 -0.8057 1.537
Cl 2.7932 -7.9740 -6.0240 -0.148
C 2.2181 -6.8560 -4.8548 0.049
C 0.9285 -7.0000 -4.3332 -0.410
C 0.4341 -6.1104 -3.4024 0.298
Cl -1.1486 -6.3088 -2.7539 -0.158
C 1.1974 -5.0266 -2.9778 0.298
O 0.6702 -4.1131 -2.1546 -0.733
C 2.5186 -4.9184 -3.4652 0.808
C 3.4148 -3.9200 -3.0064 -0.002
O 3.1997 -3.0705 -2.0946 -0.719
C 3.0086 -5.8359 -4.4195 -1.050
H 0.3083 -7.8243 -4.6652 0.471
H 4.4005 -3.9006 -3.4764 0.421
H 4.0199 -5.7388 -4.7972 0.447
C -4.2611 3.2190 0.7364 -1.896
C -3.1955 2.3360 0.0679 2.124
C -3.7870 0.9180 0.0426 -1.732
C -1.9432 2.3434 0.9498 -1.502
C -2.8719 2.8092 -1.3913 1.128
O -4.0537 2.9627 -2.1687 -0.622
C -1.9892 4.0726 -1.5475 -1.196
C -2.5863 5.4285 -1.0925 -0.856
C -2.0850 6.1114 0.1276 0.470
C -0.6916 6.1376 0.4546 -0.182
C -0.2439 6.8381 1.5256 -0.782
C -1.1810 7.5650 2.3196 0.499
Cl -0.6390 8.4539 3.6154 -0.019
C -2.5717 7.5665 2.0065 -0.747
C -2.9995 6.8581 0.9324 -0.314
C -2.2393 1.6984 -2.2678 -2.117
N -0.9944 1.0188 -1.8948 0.841
C -0.8584 -0.2860 -1.7455 -0.056
N 0.4249 -0.5806 -1.5329 -0.128
C 1.0278 0.6588 -1.5117 -0.658
N 0.1998 1.6414 -1.7376 -0.747
H -4.4513 2.8400 1.7425 0.530
H -5.2151 3.1822 0.2066 0.463
H -3.9525 4.2561 0.8509 0.294
H -4.1834 0.6692 1.0289 0.509
H -3.0402 0.1575 -0.1998 0.142
H -4.6104 0.8475 -0.6703 0.388
H -2.1994 1.9378 1.9321 0.535
H -1.5538 3.3546 1.1063 0.189
H -1.1319 1.7288 0.5468 0.112
H -4.6065 3.6748 -1.8339 0.535
H -1.8443 4.1596 -2.6231 0.484
H -1.0041 3.8853 -1.1169 0.539
H -3.6733 5.4080 -1.0646 0.438
H -2.3560 6.1551 -1.8897 0.513
H 0.0194 5.6248 -0.1806 0.498
H 0.8091 6.8781 1.7711 0.459
H -3.2612 8.1365 2.6174 0.457
H -4.0522 6.8688 0.6736 0.464
H -2.0936 2.1386 -3.2519 0.579
H -2.9771 0.9099 -2.3744 0.440
H -1.6595 -0.9978 -1.8813 0.563
H 2.0866 0.8148 -1.3736 0.519
Ge 0.8850 -2.8597 1.8964 0.415
C 1.9350 -4.4688 2.1210 0.703
C 1.5680 -5.4028 3.0920 -0.582
C 2.4241 -6.4589 3.3642 -0.609
C 3.6019 -6.6142 2.6401 -0.457
C 3.9557 -5.7038 1.6464 -0.991
C 3.1145 -4.6421 1.3766 0.014
C 1.8536 -1.2408 2.3979 0.575
C 2.9006 -0.7550 1.6078 0.025
C 3.7175 0.2705 2.0513 -1.082
C 3.4726 0.8306 3.2991 -0.476
C 2.4190 0.3739 4.0828 -0.656
C 1.5977 -0.6523 3.6327 -0.583
H -0.4088 -2.9368 2.7122 -0.057
H 0.6400 -5.2998 3.6408 0.395
H 2.1629 -7.1708 4.1365 0.416
H 4.2465 -7.4597 2.8406 0.429
H 4.8855 -5.8208 1.1050 0.439
H 3.4180 -3.9238 0.6156 0.473
H 3.1084 -1.1953 0.6389 0.555
H 4.5491 0.6145 1.4498 0.461
H 4.1153 1.6208 3.6642 0.441
H 2.2393 0.8085 5.0581 0.452
H 0.7853 -1.0089 4.2562 0.434
```

Output
**LUMO energy (spin up / spin down)**: -10.8 / -10.2 eV
**F_max**: 0.0661 Eh/bohr
**Frontier orbital gap (spin up / spin down)**: 4.266 / 4.899 eV
**Highest occupied orbital energy (spin up / spin down)**: -15.11 / -15.12 eV
**Energy relative to the best compared isomer or geometry (same formula, charge and spin)**: 229.0 kJ/mol
**Net charge**: +3
**Total energy**: -5240.2090 hartree